[1]
40 unconnected molecules or ions with the total composition H80O40 at a distorted geometry. Source: the Open Molecules 2025 dataset; level of theory: ωB97M-V/def2-TZVPD.

Computed properties:
molecular weight: 720.600 g/mol
net charge: 0
calculated total energy: -3057.3181 hartree

```
120
Properties=species:S:1:pos:R:3:mulliken_charge:R:1
O -4.57997 -0.29800 -0.62271 -0.40
H -0.42244 -4.67615 0.41908 0.29
H -0.57708 -0.15398 0.73859 -0.22
O -0.67857 0.65952 -1.91696 0.30
O -0.20953 -1.78026 5.73527 -0.71
O 3.98174 4.39155 -0.25663 -0.64
H 4.00752 3.50985 -0.66314 0.34
H -2.96245 0.65731 -3.11432 0.21
H -5.08664 -0.46241 0.16733 0.20
H -5.00473 3.47131 -0.03013 0.24
H 3.85903 -3.20188 -2.07920 0.33
H 2.40256 4.63210 -3.18692 0.30
H 5.07181 -1.33242 0.80187 0.31
H -2.06726 3.66711 0.78348 0.30
H -1.37438 1.00923 -6.58753 0.29
O -1.52557 -4.76527 2.18221 -0.57
H 0.01836 4.81879 -2.93845 0.16
H -3.81801 -2.05476 0.80867 0.25
H -0.14233 -2.16272 4.86377 0.30
H 1.38579 -0.21647 5.42278 0.37
H 1.44569 5.08193 -1.03896 0.18
H -2.22238 -0.63538 1.78293 0.07
O 0.26188 -2.87718 -3.92397 -0.64
H -0.50333 0.29339 -2.77365 -0.17
H 1.73106 1.93569 -4.65835 0.24
H 0.02202 0.97738 -1.35473 0.13
O 4.08154 -0.72430 -2.73993 -0.61
O 0.61072 -4.33777 4.44490 -0.50
H 1.44720 -4.81621 4.31415 0.26
O 3.90526 -4.13221 -1.80873 -0.64
H -0.82752 0.30949 2.97114 0.10
O -2.73693 3.80068 2.94761 -0.57
H 2.05860 -1.40724 0.74150 0.12
H 1.32481 -1.33014 -3.07555 0.27
O -0.75072 -1.66234 -6.03001 -0.79
H 3.68731 -0.69965 -1.86572 0.32
H 2.92603 0.63332 2.98176 0.24
H 0.15293 1.16205 0.57111 -0.78
O 2.20197 -0.47275 5.93483 -0.70
H 3.86982 0.14292 -3.08006 0.29
H -3.29203 3.79318 3.72270 0.32
H -0.94340 -1.14724 -5.23730 0.41
H 6.59599 -1.13609 0.53749 0.30
H 1.36600 4.64638 0.31186 0.24
H 2.10264 -3.17486 2.71666 0.23
O 2.34440 -1.20532 -0.16072 -0.46
H 1.40368 -1.17404 -1.44984 0.28
O 0.88357 -0.99253 -2.24737 0.13
H -0.25109 -3.40556 -4.53981 0.38
O -0.20034 -0.67027 1.46408 1.55
H -1.00885 -4.93624 2.96764 0.27
H -3.01895 -0.75795 -2.73080 0.42
H -1.91198 -3.12034 -2.04287 0.51
O -0.02795 3.79710 3.66309 -0.58
H 3.13487 -4.44987 -1.36121 0.30
H -2.66238 -0.37883 0.46091 -0.69
O 5.96057 -1.45972 1.16883 -0.64
H -0.75642 3.86884 4.28568 0.28
H 0.62204 -0.37145 1.86805 -0.12
H 0.16868 -5.33909 -1.85211 0.21
O 1.25556 -2.73459 2.73456 -0.41
H 2.23845 0.26812 6.55801 0.31
H 0.29501 -6.65870 -1.85299 0.33
H -0.32619 -0.12775 -6.70689 0.39
H 3.68915 1.09598 0.32756 0.41
O -0.19232 -3.80651 -0.06006 -0.45
H -0.62756 -2.96706 -0.08709 0.07
H -2.68482 4.32834 -2.69613 0.35
H -0.21870 1.69518 3.05638 0.06
H 0.58688 -1.65060 6.26713 0.37
H -2.77268 0.87948 -0.50580 -0.26
H -4.55903 2.18636 -1.04124 0.21
H 0.13960 4.47887 3.00971 0.27
H 2.66207 2.42451 -3.26468 0.25
H 0.20097 -3.15118 -2.99840 0.10
H -0.24626 3.21865 -3.44116 0.23
O -0.19123 0.82648 3.44929 -0.24
H -2.53965 2.32408 4.77220 0.21
O 2.63462 1.52536 2.54410 -0.43
O 2.78295 4.82969 -2.30002 -0.53
H 3.97218 -1.21700 4.51455 0.29
O -4.41989 2.79991 -0.34036 -0.51
H -2.06705 -1.16955 3.14120 0.35
O -0.43363 0.84789 -6.44615 -0.66
O -5.19527 -2.15087 -2.61793 -0.64
H -5.13822 -0.40022 -1.40327 0.33
H -3.80870 -2.70220 -0.54837 0.27
O 1.87016 2.24412 -3.77243 -0.54
H 5.45801 -1.47211 3.80828 0.27
O -3.20118 -2.37205 0.14725 -0.38
H 3.01446 2.27431 3.00892 0.20
O -1.55031 2.87424 0.99562 -0.59
H -2.22036 -1.81749 -1.60188 -0.06
O 4.00396 1.55197 -0.44787 -0.75
O -3.52732 3.98765 -3.07195 -0.67
H 0.55547 -4.32702 5.40636 0.27
H -2.17167 1.40062 5.83194 0.33
O -2.65598 -0.58854 2.65881 -0.80
H 1.97942 -0.28094 -0.13833 -0.03
H -5.14688 -1.97297 -3.56258 0.32
O 0.97880 1.58250 0.35241 1.21
O -3.26013 -0.18838 -3.49851 -0.69
H -4.39128 -2.28204 -2.14467 0.27
H 0.17736 -1.89834 -5.75696 0.40
O -2.10731 2.36383 5.64658 -0.59
O 4.55111 -1.71668 3.93628 -0.57
H -2.51295 2.86629 2.89702 0.26
H 0.88257 2.53964 0.41243 -0.33
O -0.31498 -6.04983 -2.27823 -0.57
H 4.44224 4.24217 0.56756 0.28
H -1.89095 2.24742 0.31750 -0.09
O -0.57124 4.06293 -2.94583 -0.50
H -2.34020 -4.28782 2.14050 0.25
H 3.24178 1.54806 -1.02450 0.13
O -2.21100 0.43478 0.13058 0.97
H -3.40143 3.04102 -3.14715 0.28
O -2.22585 -2.32033 -2.46114 -0.74
O 0.71140 4.77060 -0.43749 -0.50
H 0.68927 -3.12433 2.05871 0.18
H 2.28837 5.69141 -2.23958 0.33
```

[2]
40 unconnected molecules or ions with the total composition H80O40 at a distorted geometry. Source: the Open Molecules 2025 dataset; level of theory: ωB97M-V/def2-TZVPD.

Computed properties:
molecular weight: 720.600 g/mol
net charge: 0
calculated total energy: -3057.4802 hartree

```
120
Properties=species:S:1:pos:R:3:mulliken_charge:R:1
H 1.79054 -4.50207 -1.37697 0.28
H -2.29194 -1.54448 2.48767 -0.04
H -3.31526 -1.80220 -1.27959 0.20
H -0.40544 -5.91275 -1.77150 0.36
H 1.31224 -4.40701 1.01563 0.53
O 1.42645 3.36729 -4.09903 -0.68
H 3.55857 -3.33838 -4.69116 0.28
H 0.15657 -2.21764 -5.60364 0.28
H -1.40622 -0.71466 -1.18696 -0.38
H 4.21019 3.56624 -1.56590 0.31
H -1.97896 -5.81995 -1.40274 0.29
O 5.84434 -1.41750 1.21191 -0.64
H 3.45871 -4.51168 -1.66318 0.29
H 0.72813 -3.60780 -5.33698 0.35
O -0.01702 -4.09470 -3.15226 -0.66
H -0.66605 -0.27121 0.97571 -0.87
H -4.15092 3.14342 -1.76106 0.26
H 3.57813 -1.83755 1.44234 0.23
O 0.97939 -2.71547 -5.61297 -0.64
O 1.90122 -1.59638 -0.10248 0.98
H 5.54955 -0.49635 1.11587 0.31
H 5.94592 1.30492 0.58915 0.29
H -0.76369 -3.80183 -2.58588 0.00
O 1.40675 0.31177 3.05511 -0.46
H 1.62429 0.99564 -1.97779 0.00
O -3.53106 1.28444 -0.68110 -0.42
H -2.37645 0.28319 3.09678 0.07
H 3.66103 0.02679 -3.50983 0.20
O -0.94013 6.05177 -1.63741 -0.70
H -1.84440 -1.36749 5.59498 0.35
H 0.57286 2.58041 -0.45832 -0.35
H -3.38919 -3.60027 -3.37931 0.34
O -1.27141 2.82479 -2.28871 -0.45
H 0.18999 -2.43094 3.98376 0.27
H -0.65569 3.30842 -0.10069 0.00
H -0.82847 0.55796 2.98435 0.11
H 2.22995 0.63334 3.45720 0.23
H 0.26345 2.69458 4.70323 0.31
H 1.14859 3.47712 -3.17798 0.28
H -1.48609 6.64205 -1.10230 0.33
O 1.89016 3.20136 2.62192 -0.45
O 5.66209 1.08808 -0.30078 -0.57
H -0.16794 5.24642 1.33379 0.35
H 1.29861 2.43015 -4.27382 0.34
H -0.37098 5.63779 -0.99864 0.20
H 2.36121 -2.52175 1.77156 0.48
O -1.66580 -3.57267 -0.90271 -0.28
O 2.67411 0.92136 0.48672 -0.43
H -1.36680 4.34064 1.57678 0.25
H 1.55011 2.33369 2.48419 0.17
H -4.40948 0.91400 -0.54194 0.28
H 2.33768 -0.77796 0.21398 0.02
H -4.72522 -4.25098 2.07578 0.27
H -1.25649 -3.36542 -0.05767 0.01
O 3.08079 -2.07427 2.23475 -0.71
H -1.85110 -2.49899 4.39664 0.23
H 2.50609 -2.46260 4.08495 0.47
H -1.06871 -2.10216 1.86215 -0.06
O -1.57458 -1.14618 -4.29060 -0.66
H -0.65211 -1.93193 -1.11137 -0.29
O 3.42236 -3.63057 -3.78614 -0.65
O 0.25404 3.23982 0.21644 0.54
O 1.07436 2.28608 5.04257 -0.54
H -3.06763 0.14103 4.93513 0.35
H -0.69042 1.33397 1.12780 -0.24
H 2.36419 -1.61606 -0.97302 -0.25
H -0.06588 -3.24071 -3.61899 0.28
O -0.63069 0.59434 0.51383 3.07
H 1.97164 0.78583 1.09735 0.03
H -5.45551 3.45982 -2.48630 0.29
O -3.45287 -1.44277 -2.15677 -0.61
H 0.18536 1.10892 -1.41417 -0.18
O -3.47467 3.73439 0.82708 -0.43
H 1.69610 -0.59720 2.85195 -0.01
O 0.44355 -3.98764 0.91996 -0.81
O 4.30187 3.49661 -0.60926 -0.58
H -4.81276 -2.81582 1.70638 0.29
H 5.41426 1.83945 -0.82100 0.27
H 1.69034 -1.68666 5.11724 0.30
O -4.18916 -3.45047 2.05358 -0.51
H 2.45431 -3.64354 -3.72812 0.34
H 0.51710 -3.60595 2.95904 0.28
O -5.07184 2.83051 -1.87514 -0.64
O -1.13686 5.22915 1.28369 -0.72
O -1.30161 -6.16958 -1.97982 -0.65
H 5.40029 -1.93396 0.53719 0.30
H -1.32394 -0.32206 -3.86612 0.24
H 1.44062 3.06817 5.46318 0.26
O -3.42786 4.75232 -2.77078 -0.64
H -3.73200 4.19487 1.60907 0.25
O 2.26420 -2.44035 5.00936 -0.67
H -3.21221 1.33959 0.23612 0.02
H 1.17687 5.60300 0.37194 0.29
H -4.22795 3.69230 0.22352 0.25
H -1.26823 2.73746 -3.25062 0.24
H -3.24211 -0.50366 -2.18588 0.22
O 0.91239 1.61939 -1.80038 -0.28
O 0.41222 -2.65132 3.05375 -0.43
H -3.09303 5.61903 -2.56081 0.26
H -2.59973 -3.75859 -0.74009 0.19
O -3.35440 -0.30244 5.75220 -0.67
H 0.69522 -3.12415 1.29467 -0.25
H -2.73338 4.07786 -2.63479 0.50
H -1.95334 2.23857 -1.91930 0.10
O -1.69972 0.95354 3.12703 -0.54
H -4.01846 0.38251 5.96287 0.32
H -2.74843 -4.83363 -3.10943 0.37
O 1.59137 5.58408 1.24111 -0.62
O 3.28164 -0.39401 -2.72881 -0.45
O 2.68824 -4.60748 -1.11466 -0.65
O -3.66261 -4.49195 -3.09372 -0.67
O -0.60154 -1.08099 -1.58006 1.16
H 4.07725 -0.72206 -2.28900 0.23
O -1.71037 -1.40437 1.72902 -0.13
H 2.42759 3.31868 3.39309 0.19
H -2.19914 -1.61514 -3.73373 0.31
H 2.11148 6.37642 1.38255 0.24
H 2.55143 1.71635 -0.04378 0.15
H 4.25132 4.33950 -0.15631 0.23
O -1.38341 -2.07486 5.11465 -0.61
```

| no. | gap between HOMO and LUMO (eV) |
| --- | --- |
| 1 | 9.870 |
| 2 | 9.815 |